1.
One molecule with the formula C34H50ClNO3S2 in a non-equilibrium geometry. Source: the OMol25 dataset; level of theory: the ωB97M-V functional and the def2-TZVPD basis.

E_tot = -77867.49491 eV
total charge = 0
HOMO level = -7.76 eV
Kohn-Sham gap = 7.45 eV

Each atom is followed by the atoms it is bonded to, with distances in Å.
Positions of all 91 atoms, in Å:
1 C -0.352 -1.162 5.961  C2 1.648, H42 1.194, H43 1.172, H44 1.171
2 C 0.445 0.012 5.123  C1 1.648, C3 1.673, H45 1.170, H46 1.193
3 C 1.262 -0.584 3.791  C2 1.673, C4 1.654, H47 1.191, H48 1.170
4 C 1.561 0.726 2.826  C3 1.654, C5 1.673, C6 1.673, H49 1.194
5 C 2.840 1.652 3.377  C4 1.673, H50 1.170, H51 1.178, H52 1.180
6 C 1.747 0.312 1.217  C4 1.673, C7 1.673, C27 1.673
7 C 0.597 0.742 0.081  C6 1.673, C8 1.640, C20 1.673
8 C -0.760 1.536 0.548  C7 1.640, C9 1.673, H53 1.170, H54 1.170
9 C -1.636 0.552 1.579  C8 1.673, C10 1.646, H55 1.171, H56 1.181
10 C -3.121 0.175 0.978  C9 1.646, C11 1.636, H57 1.193, H58 1.171
11 C -4.201 1.267 1.543  C10 1.636, C12 1.634, H59 1.193, H60 1.192
12 C -5.714 1.149 0.937  C11 1.634, C13 1.636, H61 1.194, H62 1.193
13 C -5.879 0.220 -0.398  C12 1.636, C14 1.637, H63 1.194, H64 1.194
14 C -5.465 0.931 -1.813  C13 1.637, C15 1.637, H65 1.193, H66 1.190
15 C -4.526 2.265 -1.687  C14 1.637, O16 1.484, H67 1.171, H68 1.194
16 O -5.249 3.493 -1.271  C15 1.484, C17 1.475
17 C -4.341 4.654 -1.207  O16 1.475, C18 1.642, O19 1.352
18 C -2.985 4.776 -0.290  C17 1.642, H69 1.190, H70 1.190, H71 1.181
19 O -4.676 5.737 -1.944  C17 1.352
20 C 0.770 0.393 -1.547  C7 1.673, C21 1.672, C25 1.672
21 C -0.360 0.870 -2.683  C20 1.672, S22 1.879, H72 1.194, H73 1.194
22 S -1.840 -0.283 -2.773  C21 1.879, C23 1.873
23 C -1.581 -1.672 -4.004  S22 1.873, C24 1.668, H74 1.183, H75 1.171
24 C -1.344 -3.081 -3.144  C23 1.668, H76 1.172, H77 1.179, H78 1.187
25 C 2.099 -0.455 -2.106  C20 1.672, C26 1.673, N41 1.511
26 C 3.239 -0.881 -0.959  C25 1.673, C27 1.661, S33 1.911
27 C 3.074 -0.540 0.658  C6 1.673, C26 1.661, C28 1.639
28 C 4.270 -1.082 1.639  C27 1.639, C29 1.649, H79 1.170, H80 1.188
29 C 4.360 -2.723 1.776  C28 1.649, O30 1.471, H81 1.170, H82 1.193
30 O 3.326 -3.324 2.633  C29 1.471, C31 1.473
31 C 2.393 -4.173 1.871  O30 1.473, C32 1.665, H83 1.181, H84 1.177
32 C 0.883 -3.887 2.512  C31 1.665, H85 1.178, H86 1.194, H87 1.170
33 S 4.753 -1.796 -1.683  C26 1.911, C34 1.911
34 C 5.049 -0.828 -3.304  S33 1.911, C35 1.639, C40 1.673
35 C 6.527 -0.400 -3.870  C34 1.639, Cl36 1.854, C37 1.673
36 Cl 8.093 -0.819 -2.970  C35 1.854
37 C 6.532 0.473 -5.297  C35 1.673, C38 1.670, H88 1.170
38 C 5.126 0.883 -6.099  C37 1.670, C39 1.648, H89 1.189
39 C 3.650 0.431 -5.522  C38 1.648, C40 1.648, H90 1.180
40 C 3.641 -0.411 -4.104  C34 1.673, C39 1.648, N41 1.510
41 N 2.305 -0.845 -3.550  C25 1.511, C40 1.510, H91 1.043
42 H -1.373 -0.678 6.347  C1 1.194
43 H -0.657 -2.045 5.253  C1 1.172
44 H 0.230 -1.480 6.926  C1 1.171
45 H 1.221 0.608 5.765  C2 1.170
46 H -0.393 0.795 4.793  C2 1.193
47 H 0.442 -1.222 3.208  C3 1.191
48 H 2.216 -1.198 4.077  C3 1.170
49 H 0.613 1.439 2.970  C4 1.194
50 H 3.483 1.000 4.106  C5 1.170
51 H 3.498 1.976 2.455  C5 1.178
52 H 2.427 2.578 3.982  C5 1.180
53 H -1.494 1.823 -0.316  C8 1.170
54 H -0.448 2.488 1.152  C8 1.170
55 H -1.766 1.167 2.567  C9 1.171
56 H -0.991 -0.425 1.740  C9 1.181
57 H -3.457 -0.934 1.259  C10 1.193
58 H -3.046 0.201 -0.190  C10 1.171
59 H -3.821 2.386 1.379  C11 1.193
60 H -4.239 1.128 2.727  C11 1.192
61 H -6.374 0.631 1.787  C12 1.194
62 H -6.214 2.223 0.793  C12 1.193
63 H -7.044 -0.028 -0.485  C13 1.194
64 H -5.361 -0.853 -0.314  C13 1.194
65 H -6.439 1.150 -2.464  C14 1.193
66 H -4.837 0.136 -2.439  C14 1.190
67 H -3.568 2.146 -1.025  C15 1.171
68 H -4.129 2.495 -2.789  C15 1.194
69 H -2.632 5.911 -0.232  C18 1.190
70 H -3.132 4.420 0.836  C18 1.190
71 H -2.124 4.144 -0.794  C18 1.181
72 H -0.773 1.945 -2.369  C21 1.194
73 H 0.139 1.049 -3.753  C21 1.194
74 H -2.562 -1.860 -4.638  C23 1.183
75 H -0.727 -1.449 -4.773  C23 1.171
76 H -0.316 -3.509 -3.512  C24 1.172
77 H -1.261 -2.890 -1.984  C24 1.179
78 H -2.249 -3.823 -3.346  C24 1.187
79 H 4.257 -0.657 2.729  C28 1.170
80 H 5.297 -0.731 1.156  C28 1.188
81 H 4.399 -3.297 0.758  C29 1.170
82 H 5.402 -2.942 2.313  C29 1.193
83 H 2.302 -3.889 0.729  C31 1.181
84 H 2.594 -5.328 1.973  C31 1.177
85 H 0.990 -3.528 3.628  C32 1.178
86 H 0.444 -2.993 1.855  C32 1.194
87 H 0.173 -4.813 2.423  C32 1.170
88 H 7.541 0.848 -5.755  C37 1.170
89 H 5.118 1.510 -7.110  C38 1.189
90 H 2.628 0.675 -6.060  C39 1.180
91 H 1.501 -0.600 -4.166  N41 1.043

=====

2.
One molecule with the formula C34H50FN3O3S3 in a non-equilibrium geometry. Source: the OMol25 dataset; level of theory: the ωB97M-V functional and the def2-TZVPD basis.

E_tot = -81870.26743 eV
total charge = 0
HOMO level = -8.18 eV
Kohn-Sham gap = 6.56 eV

Each atom is followed by the atoms it is bonded to, with distances in Å.
Positions of all 94 atoms, in Å:
1 C 0.122 -3.713 -6.026  C2 1.669, H45 1.190, H46 1.172, H47 1.194
2 C 0.797 -3.702 -4.499  C1 1.669, S3 1.879, H48 1.193, H49 1.193
3 S 0.281 -5.204 -3.495  C2 1.879, C4 1.899
4 C 0.898 -5.070 -1.704  S3 1.899, C5 1.642, H50 1.181, H51 1.180
5 C 0.747 -3.509 -1.216  C4 1.642, O6 1.467, H52 1.194, H53 1.169
6 O 0.246 -3.334 0.152  C5 1.467, C7 1.470
7 C 0.824 -2.162 0.826  O6 1.470, C8 1.617, C27 1.679, H54 1.180
8 C 0.130 -0.794 0.317  C7 1.617, C9 1.639, H55 1.196, H56 1.194
9 C 0.844 0.613 0.764  C8 1.639, C10 1.669, H57 1.172, H58 1.181
10 C -0.134 1.831 0.175  C9 1.669, S11 1.876, H59 1.191, H60 1.186
11 S 1.004 3.110 -0.591  C10 1.876, C12 1.894
12 C 1.604 2.501 -2.282  S11 1.894, S13 1.734, N14 1.509
13 S 2.561 1.069 -2.481  C12 1.734
14 N 1.238 3.222 -3.556  C12 1.509, C15 1.502, C21 1.502
15 C 1.912 4.554 -3.724  N14 1.502, C16 1.674, C20 1.673
16 C 1.581 5.624 -4.968  C15 1.674, C17 1.638, H61 1.180
17 C 2.324 7.070 -5.172  C16 1.638, C18 1.648, H62 1.192
18 C 3.526 7.560 -4.157  C17 1.648, C19 1.644, H63 1.177
19 C 3.906 6.545 -2.920  C18 1.644, C20 1.673, H64 1.192
20 C 3.125 5.083 -2.700  C15 1.673, C19 1.673, H65 1.180
21 C -0.263 3.269 -3.582  N14 1.502, C22 1.635, C26 1.673
22 C -1.239 4.571 -3.426  C21 1.635, C23 1.673, H66 1.193
23 C -2.900 4.394 -3.522  C22 1.673, C24 1.660, H67 1.190
24 C -3.634 2.921 -3.737  C23 1.660, C25 1.644, H68 1.184
25 C -2.661 1.600 -3.845  C24 1.644, C26 1.639, H69 1.194
26 C -1.035 1.798 -3.780  C21 1.673, C25 1.639, H70 1.194
27 C 0.763 -2.431 2.482  C7 1.679, C28 1.618, C36 1.675, N40 1.478
28 C -0.779 -2.417 2.971  C27 1.618, C29 1.625, H71 1.194, H72 1.194
29 C -1.486 -0.984 3.268  C28 1.625, C30 1.673, H73 1.194, H74 1.182
30 C -2.978 -0.841 2.526  C29 1.673, C31 1.637, H75 1.172, H76 1.194
31 C -4.182 -0.410 3.548  C30 1.637, N32 1.543, H77 1.181, H78 1.171
32 N -5.479 -0.449 2.714  C31 1.543, C33 1.512, H79 1.045
33 C -5.772 0.896 2.087  N32 1.512, C34 1.639, O35 1.363
34 C -5.096 1.519 0.730  C33 1.639, H80 1.191, H81 1.192, H82 1.170
35 O -6.731 1.661 2.682  C33 1.363
36 C 1.230 -4.038 2.548  C27 1.675, C37 1.784, H83 1.164, H84 1.166
37 C 1.473 -4.443 4.268  C36 1.784, C38 1.727, O39 1.555, H85 1.257
38 C 1.941 -6.082 4.547  C37 1.727, O39 1.651, H86 1.197, H87 1.150
39 O 2.935 -4.771 4.681  C37 1.555, C38 1.651
40 N 1.729 -1.471 3.054  C27 1.478, C41 1.476, H88 1.050
41 C 1.650 -1.114 4.484  N40 1.476, C42 1.674, H89 1.194, H90 1.165
42 C 2.220 0.453 4.620  C41 1.674, C43 1.641, F44 1.497, H91 1.187
43 C 3.518 0.754 3.663  C42 1.641, H92 1.183, H93 1.194, H94 1.194
44 F 2.671 0.584 6.042  C42 1.497
45 H -1.057 -3.571 -5.939  C1 1.190
46 H 0.364 -4.691 -6.623  C1 1.172
47 H 0.507 -2.742 -6.604  C1 1.194
48 H 0.433 -2.670 -4.024  C2 1.193
49 H 1.979 -3.579 -4.608  C2 1.193
50 H 0.232 -5.795 -1.051  C4 1.181
51 H 2.030 -5.401 -1.677  C4 1.180
52 H -0.072 -3.016 -1.931  C5 1.194
53 H 1.753 -2.966 -1.461  C5 1.169
54 H 1.970 -2.144 0.546  C7 1.180
55 H 0.182 -0.804 -0.878  C8 1.196
56 H -1.039 -0.695 0.539  C8 1.194
57 H 0.901 0.780 1.922  C9 1.172
58 H 1.932 0.771 0.334  C9 1.181
59 H -0.948 1.393 -0.576  C10 1.191
60 H -0.740 2.229 1.113  C10 1.186
61 H 0.737 5.291 -5.722  C16 1.180
62 H 2.028 7.816 -6.052  C17 1.192
63 H 4.113 8.573 -4.276  C18 1.177
64 H 4.787 6.844 -2.174  C19 1.192
65 H 3.528 4.453 -1.788  C20 1.180
66 H -0.735 5.645 -3.290  C22 1.193
67 H -3.639 5.323 -3.451  C23 1.190
68 H -4.806 2.774 -3.817  C24 1.184
69 H -3.048 0.478 -3.974  C25 1.194
70 H -0.354 0.821 -3.860  C26 1.194
71 H -0.961 -3.097 3.936  C28 1.194
72 H -1.424 -2.947 2.117  C28 1.194
73 H -1.735 -0.953 4.435  C29 1.194
74 H -0.823 -0.031 3.042  C29 1.182
75 H -3.246 -1.768 1.860  C30 1.172
76 H -2.838 0.068 1.765  C30 1.194
77 H -4.266 -1.253 4.371  C31 1.181
78 H -4.078 0.670 3.989  C31 1.171
79 H -6.295 -0.727 3.305  N32 1.045
80 H -4.173 2.212 1.023  C34 1.191
81 H -5.839 2.241 0.140  C34 1.192
82 H -4.688 0.732 -0.034  C34 1.170
83 H 2.245 -4.247 2.016  C36 1.164
84 H 0.364 -4.782 2.309  C36 1.166
85 H 0.693 -3.908 5.096  C37 1.257
86 H 1.053 -6.106 5.348  C38 1.197
87 H 2.690 -6.495 5.316  C38 1.150
88 H 2.689 -1.757 2.738  N40 1.050
89 H 2.460 -1.764 5.073  C41 1.194
90 H 0.643 -1.276 5.048  C41 1.165
91 H 1.359 1.245 4.419  C42 1.187
92 H 3.250 1.021 2.542  C43 1.183
93 H 4.147 1.688 4.059  C43 1.194
94 H 4.305 -0.144 3.644  C43 1.194